# 1
This record from the Open Molecules 2025 dataset describes a single C3H2F2O2 molecule. The level of theory is ωB97M-V/def2-TZVPD.

Its spin multiplicity is 1. The electronic energy comes out at -12672.388 eV. As for the SMILES: O=C(O)/C(F)=C\F. The relative energy (zero: lowest compared OMol25 entry of this formula, charge and spin) comes out at 15.7 kcal per mole. Its HOMO-LUMO gap is 0.4084 Ha. The calculation puts the molar mass at 108.04 g/mol.

Last column: Löwdin charge in e.
Geometry (Å):
C -0.10573 1.24667 0.11641  -0.472
C 0.36574 -0.11239 0.57417  -0.180
C 0.18734 -1.29307 0.00736  -0.018
H -0.90235 0.37033 -1.41708  0.120
H 0.55737 -2.22287 0.41366  0.138
O -0.79290 1.27770 -1.02394  0.136
O 0.13348 2.22038 0.76839  0.157
F 1.05092 -0.07872 1.72020  0.098
F -0.49386 -1.40803 -1.15916  0.020

Forces on atoms 1 to 2 (eV/Å):
C 0.3 -0.2 0.5
C 0.0 0.2 0.1

# 2
This record from the Open Molecules 2025 dataset describes a single C3H2F2OS molecule. The level of theory is ωB97M-V/def2-TZVPD.

Its spin multiplicity is 1. The electronic energy comes out at -21458.327 eV. As for the SMILES: OC(=S)/C(F)=C\F. The relative energy (zero: lowest compared OMol25 entry of this formula, charge and spin) comes out at 45.2 kcal per mole. Its HOMO-LUMO gap is 0.3038 Ha. The calculation puts the molar mass at 124.11 g/mol.

Last column: Löwdin charge in e.
Geometry (Å):
C 0.33583 0.26909 -0.51638  -0.801
C -0.41620 -0.66215 0.53074  -0.205
C -0.59586 -0.26343 1.87761  0.031
H 1.43557 1.13683 0.99250  0.152
H -1.04134 -0.84799 2.81093  0.168
O 1.32413 0.98047 -0.01408  -0.027
F -1.26298 -1.57439 -0.02041  0.027
F 0.28657 0.79845 2.18004  -0.074
S 0.11611 0.17436 -2.15496  0.731

Forces on atoms 1 to 2 (eV/Å):
C -0.2 -1.9 0.3
C -1.9 2.2 1.4

# 3
This record from the Open Molecules 2025 dataset describes a single C3H2F2OS molecule. The level of theory is ωB97M-V/def2-TZVPD.

Its spin multiplicity is 1. The electronic energy comes out at -21457.109 eV. The relative energy (zero: lowest compared OMol25 entry of this formula, charge and spin) comes out at 73.3 kcal per mole. Its HOMO-LUMO gap is 0.3859 Ha. The calculation puts the molar mass at 124.11 g/mol.

Last column: Löwdin charge in e.
Geometry (Å):
C -0.67576 -1.68862 -1.29938  0.096
C -0.11973 -0.67561 -0.97718  -0.318
C 0.46338 0.53727 1.17366  -0.467
O -0.23887 1.98573 -1.20684  -0.484
F 1.05163 1.51070 1.85537  0.060
F -0.85549 0.43521 1.55831  0.024
S 0.65715 0.93811 -0.78416  0.941
H -1.17848 -2.55990 -1.54637  0.020
H 0.89618 -0.48289 1.22659  0.126

Forces on atoms 1 to 2 (eV/Å):
C 0.6 1.0 0.4
C 0.3 1.0 -0.5

# 4
This record from the Open Molecules 2025 dataset describes a single C3H2F2S molecule. The level of theory is ωB97M-V/def2-TZVPD.

Its spin multiplicity is 1. The electronic energy comes out at -19412.131 eV. As for the SMILES: FC(F)=CC=S. The relative energy (zero: lowest compared OMol25 entry of this formula, charge and spin) comes out at 0.0 kcal per mole. Its HOMO-LUMO gap is 0.3025 Ha. The calculation puts the molar mass at 108.11 g/mol.

Last column: Löwdin charge in e.
Geometry (Å):
C 0.98635 0.97970 0.12072  -0.405
C -0.18210 0.49676 -0.32136  -0.123
C -0.83139 -0.60850 0.35759  -0.661
H -0.59086 0.92430 -1.24682  0.124
H -0.63800 -0.67421 1.44794  0.069
F 1.54470 0.63791 1.22996  0.182
F 1.75238 1.77989 -0.57573  0.162
S -1.76763 -1.70113 -0.43943  0.652

Forces on atoms 1 to 2 (eV/Å):
C -1.2 -0.3 -1.1
C 0.2 0.6 -0.2

# 5
This record from the Open Molecules 2025 dataset describes 2 unconnected molecules or ions with the total composition C3H2F2S2. The level of theory is ωB97M-V/def2-TZVPD.

Its spin multiplicity is 1. The electronic energy comes out at -30244.151 eV. The relative energy (zero: lowest compared OMol25 entry of this formula, charge and spin) comes out at 84.5 kcal per mole. Its HOMO-LUMO gap (spin up / spin down) is 0.2915 / 0.2916 Ha. The calculation puts the molar mass at 140.18 g/mol.

Last column: Löwdin charge in e.
Geometry (Å):
C 0.41007 0.94715 0.50530  0.091
C -0.05582 2.04194 0.45986  -0.223
C -1.44265 -0.96462 -0.75462  -0.620
F -0.58067 3.19431 0.26134  0.128
F -1.09132 -1.45605 0.41418  -0.028
S -3.75795 0.25695 0.70452  0.061
S -2.70923 0.02192 -0.96448  0.474
H 0.62452 -0.07769 0.50270  0.022
H -0.66829 -1.16327 -1.50326  0.095

Forces on atoms 1 to 2 (eV/Å):
C -0.2 0.5 0.0
C -0.2 0.3 -0.5

# 6
This record from the Open Molecules 2025 dataset describes 2 unconnected molecules or ions with the total composition C3H2F4. The level of theory is ωB97M-V/def2-TZVPD.

Its spin multiplicity is 1. The electronic energy comes out at -14010.102 eV. The relative energy (zero: lowest compared OMol25 entry of this formula, charge and spin) comes out at 66.0 kcal per mole. Its HOMO-LUMO gap is 0.4084 Ha. The calculation puts the molar mass at 114.04 g/mol.

Last column: Löwdin charge in e.
Geometry (Å):
C -0.73560 0.15134 -0.35715  0.170
C -1.90975 0.25291 0.28724  -0.429
C 1.02062 0.02099 0.72368  -0.230
F -3.06701 0.39376 -0.33149  0.121
F -2.12792 0.20343 1.59234  0.126
F 0.88724 0.72156 1.85120  0.080
F 1.97824 0.60888 -0.01451  0.045
H -0.45593 0.12471 -1.30708  0.016
H 1.29315 -0.96061 0.71123  0.100

Forces on atoms 1 to 2 (eV/Å):
C 1.5 -0.1 7.6
C 1.6 -0.3 -1.1

# 7
This record from the Open Molecules 2025 dataset describes a single C3H2F4 molecule. The level of theory is ωB97M-V/def2-TZVPD.

Its spin multiplicity is 1. The electronic energy comes out at -14008.770 eV. The relative energy (zero: lowest compared OMol25 entry of this formula, charge and spin) comes out at 96.7 kcal per mole. Its HOMO-LUMO gap (spin up / spin down) is 0.3445 / 0.3122 Ha. The calculation puts the molar mass at 114.04 g/mol.

Last column: Löwdin charge in e.
Geometry (Å):
C -0.85277 -0.36026 -0.34900  0.002
C 0.30379 -0.87857 0.36591  -0.252
C 0.50755 -0.87689 1.95274  -0.137
F -1.98799 -1.10215 -0.58127  0.038
F 0.54813 -2.23640 0.00686  -0.027
F -0.69534 -1.02154 2.64091  0.039
F 0.99363 0.27586 2.34318  0.103
H -0.82183 0.70429 -0.28622  0.116
H 1.05571 -0.28602 -0.03686  0.117

Forces on atoms 1 to 2 (eV/Å):
C -0.8 -1.6 0.7
C -0.5 -3.6 0.4

# 8
This record from the Open Molecules 2025 dataset describes 2 unconnected molecules or ions with the total composition C3H2F4O. The level of theory is ωB97M-V/def2-TZVPD.

Its spin multiplicity is 1. The electronic energy comes out at -16054.976 eV. The relative energy (zero: lowest compared OMol25 entry of this formula, charge and spin) comes out at 117.2 kcal per mole. Its HOMO-LUMO gap (spin up / spin down) is 0.3291 / 0.3413 Ha. The calculation puts the molar mass at 130.04 g/mol.

Last column: Löwdin charge in e.
Geometry (Å):
C -0.27635 -0.52711 -1.30071  0.121
C 0.96744 -0.12498 -1.89328  -0.573
C -0.82990 0.41504 2.12539  -0.121
O 0.59594 -1.45053 -1.87420  0.131
F 1.09493 0.57320 -3.09497  0.095
F 1.98568 0.22291 -1.13454  0.160
F -1.60339 -0.59489 2.63920  0.005
F -1.65320 1.49242 2.26048  0.006
H -0.47638 -0.62032 -0.30456  0.044
H 0.19523 0.61427 2.57718  0.132

Forces on atoms 1 to 2 (eV/Å):
C 1.0 0.6 -2.7
C -1.1 1.7 -1.1

# 9
This record from the Open Molecules 2025 dataset describes a single C3H2FIN2 molecule. The level of theory is ωB97M-V/def2-TZVPD.

As for the expectation value of S²: 2.021. Its spin multiplicity is 3. The electronic energy comes out at -16935.006 eV. The relative energy (zero: lowest compared OMol25 entry of this formula, charge and spin) comes out at 0.0 kcal per mole. Its HOMO-LUMO gap (spin up / spin down) is 0.2590 / 0.2300 Ha. The calculation puts the molar mass at 211.97 g/mol.

Last column: Löwdin spin population.
Geometry (Å):
C 0.06929 0.68595 -0.87136  0.428
C 0.60746 1.36094 1.33076  0.655
C -0.42281 -1.06797 0.58172  0.319
N 0.63959 1.28719 0.09508  0.260
N -0.42928 -0.59850 -0.64179  0.061
F 1.66702 1.24416 2.08999  0.182
I -1.30173 -2.97504 0.72712  0.072
H -0.04426 1.13450 -1.83966  0.023
H -0.78528 -1.07123 -1.47186  0.000

Forces on atoms 1 to 2 (eV/Å):
C -2.5 -2.3 -2.6
C -0.5 -1.8 -1.0

# 10
This record from the Open Molecules 2025 dataset describes a molecular structure, C3H2FN. The level of theory is ωB97M-V/def2-TZVPD.

Its spin multiplicity is 1. The electronic energy comes out at -7344.154 eV. The relative energy (zero: lowest compared OMol25 entry of this formula, charge and spin) comes out at 128.2 kcal per mole. Its HOMO-LUMO gap is 0.3618 Ha. The calculation puts the molar mass at 71.05 g/mol.

Last column: Löwdin charge in e.
Geometry (Å):
C 0.22813 -0.35563 0.87603  -0.110
C -0.14700 0.56101 -1.85480  -0.213
C -0.26190 -0.32129 -1.03446  0.050
N 0.03783 -0.22300 2.15632  0.089
F -0.21252 1.08229 -3.05492  0.086
H 1.14821 -1.00814 0.61485  0.084
H -0.79273 0.26477 2.29697  0.014

Forces on atoms 1 to 2 (eV/Å):
C 3.2 -3.5 -0.3
C -0.4 0.7 -3.2

# 11
This record from the Open Molecules 2025 dataset describes a single C3H2FN molecule. The level of theory is ωB97M-V/def2-TZVPD.

Its spin multiplicity is 1. The electronic energy comes out at -7348.961 eV. As for the SMILES: C=C(F)C#N. The relative energy (zero: lowest compared OMol25 entry of this formula, charge and spin) comes out at 17.4 kcal per mole. Its HOMO-LUMO gap is 0.4170 Ha. The calculation puts the molar mass at 71.05 g/mol.

Last column: Löwdin charge in e.
Geometry (Å):
C -0.21468 0.26531 -0.30748  -0.385
C -1.49697 0.39365 -0.26212  0.105
C 0.38790 -0.63108 0.55378  -0.204
H -1.99733 -0.35397 0.50716  0.146
H -2.02645 1.18599 -0.76337  0.079
N 0.74272 -1.19905 1.46416  0.197
F 0.75191 0.82156 -1.09978  0.062

Forces on atoms 1 to 2 (eV/Å):
C 2.3 0.1 -1.7
C -2.7 -0.6 1.5

# 12
This record from the Open Molecules 2025 dataset describes a molecular structure, C3H2FO2Tb. The level of theory is ωB97M-V/def2-TZVPD.

As for the net charge: +3. As for the expectation value of S²: 15.765. Its spin multiplicity is 8. The electronic energy comes out at -32351.300 eV. The relative energy (zero: lowest compared OMol25 entry of this formula, charge and spin) comes out at 0.0 kcal per mole. Its HOMO-LUMO gap (spin up / spin down) is 0.2189 / 0.2226 Ha. The calculation puts the molar mass at 247.97 g/mol.

Last column: Löwdin spin population.
Geometry (Å):
O 2.17990 -0.75007 0.17736  0.010
H -1.44619 1.02282 0.49136  0.001
O -0.13314 -0.61229 0.61107  0.094
C -0.88623 0.36392 -0.18317  0.009
C 0.43061 0.82850 -0.69524  0.001
C 1.16606 -0.15640 0.05651  0.009
F 0.79635 1.83093 -1.40658  0.000
Tb -0.66514 -2.40861 1.96644  6.876
H -1.44223 -0.11880 -1.01774  0.001

Forces on atoms 1 to 2 (eV/Å):
O -1.8 1.9 -0.3
H -0.2 0.4 -0.5

What is the relative energy (zero: lowest compared OMol25 entry of this formula, charge and spin) in the tenth record? 128.2 kcal per mole

Which of these has the highest electronic energy? number 10

The highest electronic energy belongs to which entry? number 10

What did the third record say?
This record from the Open Molecules 2025 dataset describes a single C3H2F2OS molecule. The level of theory is ωB97M-V/def2-TZVPD.

Its spin multiplicity is 1. The electronic energy comes out at -21457.109 eV. The relative energy (zero: lowest compared OMol25 entry of this formula, charge and spin) comes out at 73.3 kcal per mole. Its HOMO-LUMO gap is 0.3859 Ha. The calculation puts the molar mass at 124.11 g/mol.

Last column: Löwdin charge in e.
Geometry (Å):
C -0.67576 -1.68862 -1.29938  0.096
C -0.11973 -0.67561 -0.97718  -0.318
C 0.46338 0.53727 1.17366  -0.467
O -0.23887 1.98573 -1.20684  -0.484
F 1.05163 1.51070 1.85537  0.060
F -0.85549 0.43521 1.55831  0.024
S 0.65715 0.93811 -0.78416  0.941
H -1.17848 -2.55990 -1.54637  0.020
H 0.89618 -0.48289 1.22659  0.126

Forces on atoms 1 to 2 (eV/Å):
C 0.6 1.0 0.4
C 0.3 1.0 -0.5